Model one:
Formula: C4H9N
Source: OMol25
Level of theory: ωB97M-V/def2-TZVPD

Results
Structure (SMILES)   C=CCNC

Geometry as XYZ:
```
14
Properties=species:S:1:pos:R:3:mulliken_charge:R:1
C 1.0923 2.3718 0.3551 -0.70
C 0.6661 1.1100 0.6190 -0.26
C -0.5439 0.4014 0.1638 -0.42
N 0.1978 -0.9310 -0.3923 -0.38
C -0.7426 -2.0778 -0.4473 -0.88
H 2.0970 2.5927 0.5058 0.30
H 0.2247 3.0155 0.0050 0.21
H 1.2973 0.3664 1.0159 0.35
H -1.0776 0.9132 -0.5834 0.33
H -1.1626 0.0949 1.0166 0.32
H 0.6782 -0.6729 -1.2834 0.22
H -1.1699 -2.0641 0.4939 0.35
H -0.0228 -2.9986 -0.2909 0.30
H -1.5340 -2.1217 -1.1777 0.28
```

=====

Model two:
Formula: C4H9N
Source: OMol25
Level of theory: ωB97M-V/def2-TZVPD

Results
Structure (SMILES)   CCN1CC1

Geometry as XYZ:
```
14
Properties=species:S:1:pos:R:3:mulliken_charge:R:1
C -1.9436 0.2948 -0.1125 -0.90
C -0.7359 -0.6351 0.1035 -0.54
N 0.6097 -0.1058 -0.5784 -0.31
C 1.2129 0.9494 0.0981 -0.29
C 1.8584 -0.4580 0.1029 -0.58
H -2.9475 -0.2462 0.3536 0.28
H -1.6779 1.3490 0.2761 0.24
H -1.9801 0.4935 -1.1888 0.31
H -0.7114 -0.8494 1.0709 0.43
H -0.7898 -1.6009 -0.5631 0.31
H 2.1038 1.3943 -0.4819 0.19
H 0.7187 1.4327 0.9002 0.35
H 1.5915 -1.2870 0.7431 0.33
H 2.6912 -0.7314 -0.7239 0.18
```

=====

Energy relative to the most stable one, in eV: model one 0.000; model two 1.265

=====

Model one:
Formula: C4H9N
Source: OMol25
Level of theory: ωB97M-V/def2-TZVPD

Results
Structure (SMILES)   CC1(N)CC1

Geometry as XYZ:
```
14
Properties=species:S:1:pos:R:3:mulliken_charge:R:1
C 1.1359 -1.0277 -0.0758 -1.12
C 0.1490 0.1143 0.0218 0.93
N 0.8488 1.4272 -0.0139 -0.62
C -1.1757 -0.1399 0.7229 -0.69
C -1.0303 0.0568 -0.8031 -0.90
H 1.7574 -0.7678 -0.9461 0.32
H 1.7941 -1.3403 0.8771 0.27
H 0.4936 -1.9593 -0.3060 0.25
H 1.3480 1.7041 0.8550 0.23
H 0.1364 2.1462 -0.3013 0.23
H -1.2646 -1.1253 1.1721 0.25
H -1.5327 0.6391 1.2697 0.32
H -1.3966 1.0321 -1.0389 0.25
H -1.2634 -0.7596 -1.4336 0.26
```

=====

Model two:
Formula: C4H9N
Source: OMol25
Level of theory: ωB97M-V/def2-TZVPD

Results
Structure (SMILES)   C=C(C)NC

Geometry as XYZ:
```
14
Properties=species:S:1:pos:R:3:mulliken_charge:R:1
C -1.4501 1.1380 -0.6486 -1.12
C -0.6200 0.1755 -0.2448 0.92
C -0.2348 -1.0092 -1.0824 -1.25
N -0.0525 0.2050 1.0279 -0.28
C 1.3631 -0.0999 1.1852 -0.91
H -1.9320 1.1368 -1.6108 0.28
H -1.5981 2.0205 -0.0363 0.24
H -1.0107 -1.2316 -1.8036 0.37
H -0.0090 -1.8902 -0.4797 0.33
H 0.6751 -0.7701 -1.6280 0.28
H -0.3486 0.9493 1.6408 0.25
H 1.6397 -0.0172 2.2329 0.36
H 1.9982 0.5285 0.5506 0.28
H 1.5795 -1.1355 0.8969 0.24
```

=====

Model three:
Formula: C4H9N
Source: OMol25
Level of theory: ωB97M-V/def2-TZVPD

Results
Structure (SMILES)   C=CN.C=C

Geometry as XYZ:
```
14
Properties=species:S:1:pos:R:3:mulliken_charge:R:1
C 0.4361 -1.1976 0.6699 -0.96
C -0.0366 -0.9478 1.8949 0.26
N 0.6452 -0.2349 2.8898 -0.50
H 1.4032 -0.7287 0.5433 0.21
H -0.0943 -1.8611 0.0109 0.28
H -1.0468 -1.1064 2.2781 0.30
H 1.6386 -0.2863 2.7543 0.18
H 0.3843 -0.3539 3.8478 0.23
C -1.0875 0.8684 -2.8067 -0.45
C -0.1038 1.5122 -2.1858 -0.43
H -0.8725 0.4350 -3.7859 0.21
H -1.9750 0.5302 -2.2942 0.25
H 0.7410 1.9419 -2.7153 0.23
H -0.0319 1.4289 -1.1009 0.19
```

=====

Model four:
Formula: C4H9N
Source: OMol25
Level of theory: ωB97M-V/def2-TZVPD

Results
Structure (SMILES)   C=CCCN

Geometry as XYZ:
```
14
Properties=species:S:1:pos:R:3:mulliken_charge:R:1
C 1.5137 0.4742 -1.7518 -0.74
C 1.0928 0.0596 -0.5244 -0.09
C -0.0979 -0.7648 -0.3335 -0.59
C -1.1778 -0.0285 0.4867 -0.56
N -0.9011 0.3233 1.8523 -0.58
H 0.8472 0.2701 -2.6492 0.21
H 2.3873 1.0315 -1.8204 0.31
H 1.6473 0.3626 0.3817 0.30
H -0.6139 -1.2262 -1.2288 0.32
H 0.1895 -1.6751 0.2081 0.28
H -2.1130 -0.6753 0.3080 0.26
H -1.3969 0.9176 -0.0161 0.37
H -1.8302 0.7961 2.1369 0.27
H -0.7940 -0.5082 2.4516 0.24
```

=====

Energy relative to the most stable one, in eV: model one 0.789; model two 0.000; model three 1.488; model four 0.600

=====

Model one:
Formula: C4H9N
Source: OMol25
Level of theory: ωB97M-V/def2-TZVPD

Results
Structure (SMILES)   CCN1CC1

Geometry as XYZ:
```
14
Properties=species:S:1:pos:R:3:mulliken_charge:R:1
C -2.1936 0.3006 -0.0480 -0.72
C -0.8500 -0.5025 0.2303 -0.41
N 0.3520 -0.2063 -0.4081 -0.21
C 1.2406 0.9089 0.0747 -0.44
C 1.6389 -0.5717 0.0721 -0.45
H -2.9846 -0.0659 0.7137 0.27
H -1.6081 1.4141 -0.1183 0.23
H -2.5159 -0.0592 -1.0504 0.23
H -0.4514 -0.5689 1.3794 0.33
H -1.1973 -1.4966 -0.3503 0.17
H 1.7439 1.5532 -0.6397 0.24
H 1.1488 1.7012 0.9444 0.21
H 2.0838 -1.0171 0.8838 0.34
H 2.3013 -0.8283 -0.8808 0.21
```

=====

Model two:
Formula: C4H9N
Source: OMol25
Level of theory: ωB97M-V/def2-TZVPD

Results
Structure (SMILES)   C=CN.C=C

Geometry as XYZ:
```
14
Properties=species:S:1:pos:R:3:mulliken_charge:R:1
C 2.4716 -0.3346 0.8919 -0.73
C 2.2717 0.5503 -0.0752 0.06
N 1.0976 1.0661 -0.3927 -0.51
H 1.6619 -0.2550 1.6595 0.16
H 3.2829 -1.0519 0.9634 0.26
H 3.1245 0.8334 -0.7474 0.29
H 0.7966 0.8070 -1.3570 0.25
H 0.4741 1.1296 0.3820 0.23
C -1.9791 -0.7444 -0.5481 -0.30
C -3.0760 -0.3939 0.1413 -0.54
H -2.0426 -1.0878 -1.5796 0.25
H -1.0852 -0.4797 0.0358 0.08
H -4.1119 -0.3593 -0.2715 0.25
H -2.8861 0.3202 0.8975 0.25
```

=====

Model three:
Formula: C4H9N
Source: OMol25
Level of theory: ωB97M-V/def2-TZVPD

Results
Structure (SMILES)   C/C=C/NC

Geometry as XYZ:
```
14
Properties=species:S:1:pos:R:3:mulliken_charge:R:1
C 2.1005 -1.0153 0.9293 -1.09
C 0.6921 -0.9881 0.4101 -0.30
C 0.1475 -0.0593 -0.3851 -0.14
N -1.2173 0.2179 -0.4378 -0.27
C -1.6524 1.6116 -0.5360 -0.84
H 2.6017 -0.1171 0.6343 0.32
H 2.6400 -1.9037 0.6269 0.29
H 2.0324 -0.9406 2.0158 0.27
H 0.1307 -1.9056 0.5866 0.28
H 0.7082 0.6475 -0.9901 0.41
H -1.8684 -0.4801 -0.1449 0.21
H -2.5117 1.7563 0.1058 0.32
H -1.8310 1.9100 -1.5674 0.23
H -0.8138 2.1722 -0.1212 0.31
```

=====

Energy relative to the most stable one, in eV: model one 2.982; model two 1.490; model three 0.000

=====

Model one:
Formula: C4H9N
Source: OMol25
Level of theory: ωB97M-V/def2-TZVPD

Results
Structure (SMILES)   C=CCNC

Geometry as XYZ:
```
14
Properties=species:S:1:pos:R:3:mulliken_charge:R:1
C 1.6129 0.0712 -1.4273 -0.80
C 0.5096 0.5891 -0.8968 -0.18
C 0.2075 0.9078 0.5169 -0.46
N -0.4209 -0.1947 1.2268 -0.24
C -1.2885 -1.1306 0.5357 -0.87
H 1.7315 0.0743 -2.5043 0.29
H 2.5247 -0.0234 -0.8428 0.28
H -0.1864 0.9798 -1.6445 0.36
H -0.4270 1.8003 0.5097 0.20
H 1.0859 1.2575 1.0855 0.36
H -0.6210 -0.0831 2.1960 0.21
H -2.2150 -1.3040 1.1141 0.32
H -0.8379 -2.1226 0.5637 0.24
H -1.6755 -0.8216 -0.4328 0.29
```

=====

Model two:
Formula: C4H9N
Source: OMol25
Level of theory: ωB97M-V/def2-TZVPD

Results
Structure (SMILES)   CN1CCC1

Geometry as XYZ:
```
14
Properties=species:S:1:pos:R:3:mulliken_charge:R:1
C 0.5719 -0.5659 1.6595 -0.84
N 0.5572 -0.2639 0.2294 -0.19
C -0.6221 -0.8271 -0.5841 -0.42
C -0.6416 0.5736 -1.3043 -0.50
C 0.2444 1.1157 -0.1990 -0.54
H 1.5584 -0.3521 2.0946 0.25
H -0.2782 0.0625 2.0940 0.34
H 0.5800 -1.6678 1.8008 0.29
H -1.6413 -1.1368 -0.0895 0.24
H -0.3745 -1.6907 -1.2739 0.23
H -0.0357 0.5562 -2.1687 0.22
H -1.6046 1.0692 -1.5890 0.29
H -0.4410 1.5530 0.5453 0.25
H 1.0202 1.6760 -0.4523 0.39
```

=====

Model three:
Formula: C4H9N
Source: OMol25
Level of theory: ωB97M-V/def2-TZVPD

Results
Structure (SMILES)   C/C=C/NC

Geometry as XYZ:
```
14
Properties=species:S:1:pos:R:3:mulliken_charge:R:1
C 1.2857 -0.7306 2.0095 -1.10
C 0.5264 0.2052 1.1552 -0.09
C -0.0192 -0.2101 0.0112 -0.11
N -0.8418 0.6413 -0.7790 -0.31
C -1.0221 0.2439 -2.1735 -0.92
H 1.4714 -1.6696 1.4865 0.29
H 2.2774 -0.3544 2.2794 0.29
H 0.7851 -1.0177 2.9420 0.27
H 0.4873 1.2208 1.5319 0.25
H -0.0388 -1.2055 -0.4063 0.24
H -0.5394 1.5816 -0.6628 0.25
H -1.9342 0.7442 -2.5222 0.30
H -0.2006 0.4752 -2.8449 0.27
H -1.3752 -0.7861 -2.1414 0.37
```

=====

Energy relative to the most stable one, in eV: model one 0.707; model two 1.063; model three 0.000

=====

Model one:
Formula: C4H9N
Source: OMol25
Level of theory: ωB97M-V/def2-TZVPD

Geometry as XYZ:
```
14
Properties=species:S:1:pos:R:3:mulliken_charge:R:1
C -1.2643 0.3754 0.9379 -0.85
C -0.7401 -0.4200 -0.0602 0.49
C -0.7837 -0.1265 -1.4248 -0.23
C 2.2008 1.2498 0.4136 -0.83
N -0.1353 -1.6500 -0.0304 -0.76
H -1.3331 0.0100 1.9492 0.28
H 2.5735 0.2896 0.0594 0.26
H -1.3824 1.4332 0.7354 0.28
H -0.1016 -0.6222 -2.1033 0.30
H -1.5434 0.5066 -1.8779 0.28
H 2.3652 1.2741 1.4893 0.24
H 1.1455 1.3071 0.1913 0.03
H 2.7232 2.0703 -0.0745 0.30
H -0.0139 -1.9649 0.9302 0.20
```

=====

Model two:
Formula: C4H9N
Source: OMol25
Level of theory: ωB97M-V/def2-TZVPD

Results
Structure (SMILES)   C=CNCC

Geometry as XYZ:
```
14
Properties=species:S:1:pos:R:3:mulliken_charge:R:1
C -0.9891 -1.7405 1.7628 -0.82
C -0.8919 -0.5259 1.2068 -0.01
N -0.2232 -0.3003 0.0282 -0.26
C 0.4327 0.9480 -0.2802 -0.22
C 0.8955 0.9640 -1.7426 -1.14
H -1.7761 -1.9086 2.4850 0.22
H -0.2741 -2.5462 1.6667 0.27
H -1.3202 0.3688 1.6512 0.29
H 0.0247 -1.0984 -0.5297 0.23
H -0.2661 1.7724 -0.1591 0.27
H 1.3021 1.1488 0.3490 0.24
H 1.9672 0.8016 -1.8544 0.30
H 0.4170 0.1967 -2.3543 0.34
H 0.7014 1.9195 -2.2295 0.30
```

=====

Energy relative to the most stable one, in eV: model one 4.168; model two 0.000

=====

Model one:
Formula: C4H9N
Source: OMol25
Level of theory: ωB97M-V/def2-TZVPD

Results
Structure (SMILES)   CC1(N)CC1

Geometry as XYZ:
```
14
Properties=species:S:1:pos:R:3:mulliken_charge:R:1
C -1.0262 1.0736 -0.4175 -1.39
C -0.1060 -0.1068 -0.1330 1.00
N -0.5787 -1.3203 -0.7901 -0.64
C 0.5866 -0.1398 1.1956 -0.67
C 1.3427 0.1252 -0.0829 -0.77
H -1.1495 1.1738 -1.5044 0.33
H -2.0154 0.8924 0.0155 0.34
H -0.6517 2.0190 -0.0102 0.33
H -1.4261 -1.6676 -0.3318 0.26
H 0.1520 -2.0569 -0.7843 0.26
H 0.3992 0.6748 1.8938 0.24
H 0.7050 -1.1275 1.6535 0.25
H 2.0344 -0.6419 -0.3949 0.25
H 1.7336 1.1020 -0.3094 0.21
```

=====

Model two:
Formula: C4H9N
Source: OMol25
Level of theory: ωB97M-V/def2-TZVPD

Geometry as XYZ:
```
14
Properties=species:S:1:pos:R:3:mulliken_charge:R:1
C 0.3592 -0.8450 1.8187 -1.13
C -0.1297 -0.7545 0.4005 -0.05
C 0.8507 -0.3073 -0.6362 -0.06
C -0.7922 0.3630 -2.0591 -0.42
N 0.3975 -0.1612 -1.9000 -0.27
H 0.8784 -1.7742 2.0472 0.32
H 1.0885 -0.0326 1.9811 0.28
H -0.5071 -0.7492 2.4815 0.32
H -0.1704 0.4055 0.1146 0.02
H -0.9478 -1.2997 -0.0460 0.37
H 1.9379 -0.3348 -0.5402 0.44
H -0.7835 3.0639 -0.7047 0.07
H -1.2431 -0.2494 -2.8622 0.19
H -0.9384 2.6756 -0.0954 -0.09
```

=====

Energy relative to the most stable one, in eV: model one 0.000; model two 5.203

=====

Model one:
Formula: C4H9N
Source: OMol25
Level of theory: ωB97M-V/def2-TZVPD

Geometry as XYZ:
```
14
Properties=species:S:1:pos:R:3:mulliken_charge:R:1
C -1.8494 0.5756 -0.2434 -1.19
C -0.5489 -0.0151 0.1734 0.29
C 0.0297 -1.3465 0.4714 -0.42
N 0.5660 -0.3765 -0.4695 -0.07
C 1.7808 0.1495 -0.6288 -0.58
H -2.4979 0.6850 0.6304 0.30
H -1.7015 1.5692 -0.6783 0.25
H -2.3769 -0.0494 -0.9773 0.33
H 0.5144 0.9885 1.1548 -0.06
H -0.3097 -2.2812 0.0193 0.24
H 0.5684 -1.4557 1.4192 0.26
H 1.8516 1.0437 -1.2413 0.29
H 1.3513 1.0496 0.9922 0.09
H 2.6220 -0.5367 -0.6222 0.27
```

=====

Model two:
Formula: C4H9N
Source: OMol25
Level of theory: ωB97M-V/def2-TZVPD

Results
Structure (SMILES)   CCN1CC1

Geometry as XYZ:
```
14
Properties=species:S:1:pos:R:3:mulliken_charge:R:1
C 0.3026 -1.3039 -1.2724 -1.18
C -0.1380 0.0539 -0.9272 -0.21
N -0.7300 0.0670 0.3768 -0.33
C 0.1626 0.1695 1.5755 -0.28
C -0.5773 1.3077 1.0895 -0.43
H 0.6184 -1.4608 -2.3182 0.37
H 1.1609 -1.6190 -0.6603 0.28
H -0.4530 -2.1359 -1.1491 0.28
H 0.6763 0.7467 -1.0328 0.27
H -0.8515 0.4289 -1.7016 0.33
H -0.0458 -0.2641 2.5273 0.26
H 1.2190 0.0870 1.2633 0.21
H 0.0670 2.1052 0.5767 0.18
H -1.4113 1.8177 1.6525 0.24
```

=====

Model three:
Formula: C4H9N
Source: OMol25
Level of theory: ωB97M-V/def2-TZVPD

Results
Structure (SMILES)   C=NC.C=C

Geometry as XYZ:
```
14
Properties=species:S:1:pos:R:3:mulliken_charge:R:1
C -0.6313 -1.6548 3.1661 -0.23
N -1.1746 -0.5211 3.3149 -0.41
C -0.6926 0.5864 2.4641 -0.63
H -1.0166 -2.3060 3.9628 0.25
H 0.0926 -2.0477 2.4477 0.26
H 0.0047 1.2080 3.0166 0.24
H -1.6169 1.1276 2.2206 0.24
H -0.3323 0.2216 1.4933 0.28
C 1.3072 0.4160 -4.9436 -0.42
C 1.0558 1.0855 -3.8240 -0.47
H 0.7508 -0.4759 -5.2081 0.22
H 1.9981 0.8075 -5.6858 0.22
H 0.2687 0.8912 -3.1147 0.24
H 1.8447 1.7320 -3.4646 0.21
```

=====

Model four:
Formula: C4H9N
Source: OMol25
Level of theory: ωB97M-V/def2-TZVPD

Results
Structure (SMILES)   C=C(C)NC

Geometry as XYZ:
```
14
Properties=species:S:1:pos:R:3:mulliken_charge:R:1
C 0.2782 1.1795 -1.5939 -0.91
C 0.0364 0.2210 -0.6022 0.59
C -0.4513 -1.2091 -0.7924 -1.11
N 0.6829 0.3620 0.6417 -0.34
C -0.1009 0.0589 1.9023 -0.68
H 0.6137 0.7734 -2.6712 0.16
H 0.3995 2.2260 -1.4318 0.36
H -0.2361 -1.7152 -1.8205 0.31
H 0.0289 -1.7473 -0.0232 0.33
H -1.5154 -1.1716 -0.6167 0.28
H 1.2925 1.1292 0.6253 0.25
H -0.9565 0.8132 1.8034 0.25
H -0.5237 -1.0253 1.7199 0.18
H 0.4518 0.1052 2.8594 0.32
```

=====

Energy relative to the most stable one, in eV: model one 3.310; model two 0.000; model three 0.649; model four 0.504

=====

Model one:
Formula: C3H9N3O2
Source: OMol25
Level of theory: ωB97M-V/def2-TZVPD

Geometry as XYZ:
```
17
Properties=species:S:1:pos:R:3:mulliken_charge:R:1
C 2.2178 0.4636 -1.0422 -0.41
C -1.4988 0.2454 2.2928 -0.32
O 2.2108 -0.7034 -0.5631 -0.37
N -0.6407 0.2485 1.3750 -0.60
H 2.6718 0.6070 -2.0341 0.35
H 2.3609 1.2987 -0.3469 0.32
H 0.7271 0.9742 -1.4848 0.26
H -1.3585 0.9189 3.1345 0.26
H -2.4113 -0.3541 2.2520 0.25
C -0.9050 -0.5142 0.1576 0.94
N 0.1747 -1.4537 -0.0043 -0.43
N -0.4531 0.8032 -1.1244 -0.65
O -2.0382 -0.9171 -0.1479 -0.68
H -0.8223 1.6091 -0.6313 0.31
H 0.8377 -1.5673 0.7482 0.26
H 0.0030 -2.1524 -0.7133 0.18
H -1.0760 0.4937 -1.8679 0.32
```

=====

Model two:
Formula: C3H9N3O2
Source: OMol25
Level of theory: ωB97M-V/def2-TZVPD

Results
Structure (SMILES)   [H]/N=C(\N)CC.O=NO

Geometry as XYZ:
```
17
Properties=species:S:1:pos:R:3:mulliken_charge:R:1
H -0.6786 1.0068 -2.0849 0.17
N -0.7094 0.5427 -1.1698 -0.62
C -0.4223 1.0437 -0.0428 0.61
N 0.1803 2.2721 0.1582 -0.46
C -0.6394 0.2377 1.1840 -0.80
C 0.6771 -0.5295 1.5543 -0.66
H 0.2818 2.7832 -0.7746 0.25
H 0.7221 2.4434 1.0369 0.25
H -1.0366 0.9443 2.0680 0.32
H -1.4596 -0.5138 0.9187 0.29
H 0.6335 -1.1930 2.5219 0.29
H 0.6879 -1.3838 0.7621 0.20
H 1.5159 0.2632 1.5334 0.23
O 0.8548 -3.0033 -2.7884 -0.37
N 0.3136 -1.9676 -2.4520 0.08
O -0.3305 -1.9721 -1.2237 -0.39
H -0.5906 -0.9738 -1.2011 0.62
```

=====

Energy relative to the most stable one, in eV: model one 1.014; model two 0.000